(1)
C19H39FGaNO7PS4 | the ωB97M-V functional and the def2-TZVPD basis

Orbital gap, eV: 6.7639
Spin multiplicity: 1
Net charge: -1

Last column: Löwdin charge in e.
Positions of all 73 atoms, in Å:
H: 6.7986 -2.0102 1.6241  0.0638
H: 6.8215 6.2332 -1.0426  0.1094
H: -2.0784 1.9984 -1.7618  0.1193
S: -7.2875 -2.3852 -2.3917  0.6584
C: 2.2813 -3.8000 -0.4286  -0.5712
O: 6.8245 2.4226 1.5065  -0.3228
F: -0.2421 0.0473 0.5779  -0.1771
H: -7.6173 -3.8270 0.1466  0.1178
H: -4.3985 0.7425 -2.2962  0.1101
H: 7.4116 4.6089 -1.3763  0.1150
C: 5.2775 4.6827 -1.0533  -0.2218
C: -0.9201 -2.2104 0.0258  -0.1081
C: 5.1775 3.3162 -0.3880  -0.2294
C: 6.9804 4.9591 0.7124  -0.2217
Ga: 1.7847 -1.7477 1.2644  0.3978
H: -0.6905 -3.1511 0.5389  0.0602
H: 5.0706 4.6174 -2.1207  0.1132
H: 6.6527 5.7963 1.3256  0.1003
O: -3.9735 -0.6009 -0.0624  -0.3336
H: -6.7207 -4.3669 -3.5701  0.0989
H: 8.0168 4.7193 0.9353  0.0985
O: -6.5358 -1.7123 -3.4235  -0.3348
C: -4.0860 2.7930 -1.6181  -0.2223
H: -5.3125 -4.7069 -1.6636  0.1188
H: 4.3527 1.1601 1.5586  0.0413
H: -6.8368 -1.5190 -0.2363  0.1103
C: 0.2421 -1.2227 0.0639  -0.3536
H: -5.9036 -3.8871 0.5681  0.1193
H: 4.7089 -1.1957 2.8892  0.1018
H: 4.1652 2.9635 -0.2045  0.0978
H: 2.6612 1.1846 1.0270  0.0664
H: -5.8673 1.4737 -1.5989  0.1076
N: 2.4555 -3.9399 -1.5672  0.0807
H: -0.3544 -2.4032 3.4403  -0.0952
C: 3.3937 0.6252 1.6209  -0.1399
C: -6.6044 -3.7161 -0.2471  -0.2106
S: -4.3107 0.7963 0.0578  0.6672
C: 6.0315 -1.3618 1.1861  -0.1107
C: -2.6759 2.5711 -1.0502  -0.2068
H: 5.7451 2.5554 -0.9236  0.1135
H: -4.6275 3.5172 -1.0052  0.1166
H: 4.5473 5.3635 -0.6106  0.1184
H: 5.9651 -1.6042 0.1184  0.0695
H: -4.0605 3.1706 -2.6395  0.1120
H: 6.3770 -0.3244 1.2806  0.0521
H: -2.1594 3.5129 -0.8709  0.1125
H: -1.9933 1.0964 0.4448  0.0751
H: -6.6670 -5.7082 -1.1543  0.1106
C: -2.8204 1.7774 0.2526  -0.2077
H: 0.5597 -0.9833 -0.9548  0.0863
P: 0.8879 -1.7370 3.4753  0.1818
C: -6.3740 -4.6911 -1.4112  -0.2125
H: 4.4689 -2.6381 1.9335  0.0912
C: -4.7814 1.4378 -1.5493  -0.2275
C: 4.6662 -1.5638 1.8547  -0.2923
O: -8.6716 -2.0270 -2.1880  -0.3315
O: 2.0859 -3.6366 0.7938  -0.0909
H: -1.2084 -2.4651 -0.9980  0.0719
H: -1.7862 -1.7676 0.5283  0.0558
H: 3.0773 0.6721 2.6694  0.0750
H: -8.2077 -4.5427 -2.6048  0.0994
H: -2.9851 2.4188 1.1167  0.1077
C: -7.1840 -4.1735 -2.6060  -0.2214
C: 3.5324 -0.8191 1.1299  -0.4039
H: -5.3705 -2.1154 -1.0489  0.0842
C: 6.7025 5.1834 -0.7771  -0.2191
H: 3.7854 -0.7917 0.0597  0.0881
O: 4.9933 3.9908 2.1569  -0.3148
O: -5.2953 1.2086 1.0299  -0.3258
C: -6.4170 -2.3237 -0.8362  -0.2408
S: 5.9727 3.5413 1.2022  0.6449
H: 0.3726 -0.4498 3.7209  -0.0914
S: 2.0505 -2.3901 4.9534  -0.1017


(2)
C56H110F6N14O20S6 | the ωB97M-V functional and the def2-TZVPD basis

Orbital gap, eV: 1.9416
Spin multiplicity: 1
Net charge: 0

Last column: Löwdin charge in e.
Positions of all 212 atoms, in Å:
H: 6.1073 -9.5585 -1.2692  0.1108
N: -5.2147 -6.3073 7.4752  -0.2719
N: 4.3579 5.0604 9.4070  -0.0375
C: 3.3516 -1.4061 4.3803  -0.0557
N: -2.8936 0.6188 -7.6456  -0.2836
H: 1.7900 10.4631 0.1447  0.0462
O: -1.7341 13.3398 8.0476  -0.3060
H: 0.1887 4.7091 -9.2145  0.1737
F: -1.0405 -0.4907 -8.4357  -0.2531
H: 3.4935 -7.7693 2.2277  0.1352
H: 15.2014 3.8097 1.7008  0.1292
C: 3.4131 4.8218 -8.1674  -0.0521
C: 4.2763 3.7170 9.9900  -0.1432
H: -1.0885 4.6558 1.3368  0.1384
H: 0.3527 4.2125 0.3316  0.1147
N: 0.4220 5.4371 -11.2773  -0.0930
H: -11.8412 -1.0985 -0.6887  0.1405
C: -0.7329 4.1778 0.4240  -0.1512
O: -3.1779 -0.9529 -9.5743  -0.3040
H: 15.8961 1.3083 2.1359  0.0809
H: -7.2326 7.4164 3.7602  0.0558
H: -2.7594 -1.5517 -0.4728  0.0764
H: -4.0363 9.1958 -7.5891  0.0472
H: 5.0826 -11.0510 0.9355  0.1015
H: 0.1247 -0.6146 -0.5087  0.1091
H: 14.8618 3.2206 3.2806  0.1244
H: -2.8424 2.9345 -1.3857  0.1343
H: 4.3401 4.8633 -8.7393  0.0764
N: 11.1084 3.5735 1.1784  -0.0847
N: 13.1701 3.4026 2.1063  -0.0587
S: -4.5970 0.5935 -7.8569  0.5992
H: 6.2312 -7.5498 -3.0015  0.0842
C: -10.3482 -3.7613 0.7199  -0.0247
C: 4.2378 3.8062 11.5220  -0.0773
H: -5.2770 -7.7662 -4.4863  0.1004
H: -10.9096 -4.6012 0.3380  0.1350
C: -7.5084 -10.3874 -4.8289  -0.0772
H: -1.9277 2.5100 0.9670  0.1383
O: 4.6502 -1.4750 2.3177  -0.0705
N: -8.9375 -2.3921 1.6383  -0.1001
C: -6.6995 -10.4700 -2.5694  -0.1734
C: 11.0150 3.8680 2.5627  0.0335
C: 5.6813 -10.4338 1.6053  0.0754
O: -6.0979 10.6008 -6.8230  -0.1029
O: 4.7340 0.3426 3.5029  -0.1281
N: 1.8124 6.0149 -9.5997  -0.0538
H: 0.3357 1.5639 -2.4081  0.1010
H: -8.7375 -10.7976 -3.0545  0.1330
H: -7.9515 6.5675 5.1323  0.0483
H: 6.4040 8.3842 9.9740  0.0949
O: -4.7811 12.9347 9.3898  -0.3076
O: -7.2680 5.1044 2.5325  -0.1922
H: 3.1886 7.0472 -10.7860  0.1363
H: 4.3903 -7.5180 4.2070  0.1349
S: -4.9430 -5.6785 8.8070  0.4194
H: 1.0563 1.3976 -0.7918  0.1002
H: 6.7182 -7.5097 4.1444  0.1443
C: 12.4055 3.3139 0.9362  0.0177
C: -9.3569 -3.7259 1.6992  0.0515
O: 3.9103 9.2072 -0.9855  -0.1615
H: 1.4760 6.3420 -12.9319  0.1400
C: 0.6972 5.3526 -9.9172  0.0235
C: 0.5085 2.0660 -1.4562  0.0489
H: 6.8192 -8.1391 -0.5884  0.0974
H: 3.6034 4.6817 7.4922  0.1405
H: -8.8293 -4.4025 2.3551  0.1399
N: -0.9180 2.1324 -0.8393  -0.2214
H: 3.3840 -9.4840 2.4763  0.1362
C: 3.9871 9.8079 0.1373  -0.7963
H: 2.9365 -2.3647 4.0690  0.0343
C: -11.5452 -2.1381 -0.8289  -0.1494
S: -4.1528 11.9151 8.5528  0.5645
C: -2.8911 -9.9200 -7.1308  -0.0842
H: 6.2046 8.8526 8.1964  0.1097
N: -10.6060 -2.5303 0.2258  -0.0554
H: -7.8537 -2.3108 3.4238  0.1127
O: -2.7143 -7.3406 7.8635  -0.2783
C: -3.6548 -9.8960 -5.8066  -0.2180
C: 5.7387 8.5075 9.1194  0.0356
C: -0.9193 -0.4558 -0.2383  -0.2359
C: -5.4947 -10.3852 -3.4523  -0.1132
H: -7.7346 -12.0729 -3.4437  0.1306
H: -6.8430 -8.0473 -3.8576  0.1068
C: -4.0012 9.6312 -6.5904  -0.0848
C: 12.3135 3.8351 3.1051  0.0159
H: 4.3719 -7.4514 0.3313  0.1302
H: 5.6027 -10.9007 2.5872  0.1078
O: -5.3440 -0.3597 -7.0455  -0.3030
C: -9.6703 -1.7364 0.7153  0.0016
H: -5.3536 -11.3561 -5.9772  0.1278
H: -6.8751 -9.5074 -2.0891  0.1220
S: -1.8799 11.8885 8.0932  0.3982
H: -5.2109 -11.4200 -3.6441  0.1418
H: 2.9331 11.7483 0.4852  0.0485
O: 4.8484 9.6504 1.0105  -0.1236
O: -2.7367 -1.8828 -7.3620  -0.3357
C: -8.2853 5.5200 3.2060  -0.7773
H: 5.3647 -6.5971 -1.9167  0.0852
H: -1.4361 -2.5410 0.2718  0.0796
C: -0.9123 2.6798 0.6089  -0.1008
H: 6.7538 -9.1988 3.7783  0.1223
F: -4.8267 2.0524 -7.1826  -0.2163
H: -1.3268 -2.1259 -1.4142  0.0747
H: 14.6234 1.3813 0.8087  0.0723
H: 1.6450 5.9661 -7.6142  0.1342
C: 5.4963 -7.6409 -2.2017  -0.1016
F: -5.0852 10.5936 8.8147  -0.2372
C: 4.8246 -8.4331 3.8043  -0.1539
H: 3.9803 -9.0531 -0.2030  0.1313
H: -4.6678 -9.8127 -3.0320  0.1452
C: -1.6910 -1.7666 -0.4517  -0.0884
C: 2.4816 6.0419 -8.3087  -0.1387
C: -8.0752 6.8006 4.0747  -0.0518
H: 5.6226 6.3259 10.8103  0.1494
C: 4.8149 -8.4195 0.0972  -0.1081
F: -0.5989 11.6188 8.9718  -0.2420
H: -6.9048 -1.9256 2.0465  0.1087
C: 1.3889 6.2364 -11.8606  0.0204
H: 5.0313 9.2883 9.3988  0.1096
C: -7.9115 -1.8218 2.4513  0.0091
H: -2.6344 -10.9113 -7.5045  0.0803
H: -8.9796 7.4081 4.0428  0.0502
H: 7.2405 -8.3076 1.5747  0.1286
H: 14.4520 0.8623 2.5001  0.0789
H: 12.8667 3.1100 -0.0189  0.1633
H: 5.2134 3.2035 9.7748  0.1310
H: 3.8111 -1.4720 5.3665  0.0414
H: -6.4672 -11.1973 -1.7914  0.1341
H: 2.5741 10.4674 1.6524  0.0454
N: 5.2145 -8.9117 1.4892  -0.2284
C: -1.5358 0.7187 -0.9891  -0.1414
O: -4.3615 12.0318 7.1178  -0.2923
H: -1.5441 3.2712 -2.6276  0.1342
F: -3.6411 -7.2936 5.7301  -0.2493
H: 10.0744 3.9767 3.0823  0.1382
C: 4.0167 5.4577 8.1194  0.0199
C: -4.9136 10.8283 -6.5309  -0.8211
H: 2.4917 -0.7597 4.5557  0.0419
H: 4.1586 7.4907 7.1082  0.1536
H: -10.7012 -3.4667 -2.4810  0.0775
O: -2.9181 -5.2496 6.5634  -0.3341
C: 5.0509 6.1716 9.9071  0.0367
H: -0.7034 4.9809 -1.4763  0.1229
O: -4.3232 -4.3285 8.7800  -0.3183
H: -10.0761 -1.8292 -2.2323  0.0820
C: -7.7596 -10.9846 -3.4982  -0.1657
C: -5.1521 -10.2858 -5.9326  -0.1059
H: -5.6871 -10.1184 -6.8673  0.1330
C: 2.2305 6.5494 -10.8081  -0.0033
H: 2.9775 6.9962 -8.1313  0.1384
C: 9.9574 3.4391 0.2918  0.0328
H: 6.6813 -10.3398 1.1820  0.0989
C: 4.0855 -8.6499 2.4771  -0.0978
H: 3.7909 2.8825 11.8897  0.0851
H: 10.2433 3.6505 -0.7385  0.1074
H: -4.4106 8.8649 -5.9322  0.0523
H: 12.6616 3.9830 4.1167  0.1349
H: -1.9587 -9.3634 -7.0366  0.0824
N: -6.0536 -9.8203 -4.7626  -0.2224
H: 9.1324 4.0550 0.6500  0.1169
H: -9.5247 -0.6859 0.5110  0.1853
H: -6.5000 -7.9628 -5.7087  0.1191
H: -0.0608 4.2027 -12.9014  0.1081
H: 9.7023 2.3820 0.3661  0.1119
H: 5.1607 4.0459 12.0500  0.0774
H: 3.7521 4.5247 -7.1750  0.0843
H: 0.9331 3.0565 -1.6191  0.1074
H: -1.7113 0.5232 -2.0470  0.1386
H: -8.2137 -0.7897 2.6286  0.1192
C: 4.3461 6.7971 7.9146  -0.0113
H: 3.4006 3.2493 9.5400  0.1383
C: 2.7571 10.6787 0.5989  -0.0583
H: -11.6921 -2.0869 -2.9622  0.0877
S: -2.6625 -0.7205 -8.2487  0.3965
C: 4.3531 -0.8213 3.2698  -0.8624
H: 4.6354 -9.2778 4.4667  0.1280
F: -6.5152 -5.3169 9.1460  -0.2406
H: -1.0626 -0.1906 0.8091  0.1133
H: 2.8405 3.9905 -8.5787  0.0735
H: -12.4693 -2.6830 -0.6361  0.1277
H: -1.3992 5.2208 -12.1992  0.1124
O: -4.3575 11.9669 -6.3677  -0.1378
C: 14.5847 3.0868 2.2349  -0.1565
H: -3.4955 -9.4257 -7.8914  0.0816
H: -0.8257 3.8184 -11.3236  0.1071
C: -10.9760 -2.4442 -2.2222  -0.0496
C: -1.4672 4.5094 -0.8580  -0.1460
C: 5.9023 -8.5117 -1.0452  -0.2129
C: -6.2077 -8.2876 -4.7101  0.0417
O: -1.5449 11.0620 6.9325  -0.3096
C: 14.8914 1.6103 1.8402  -0.0587
C: -1.8125 3.2389 -1.5716  -0.0552
O: -5.1830 0.8245 -9.1746  -0.3004
H: -2.9710 9.8786 -6.3342  0.0475
H: -3.2217 -10.5341 -5.0364  0.1058
H: 6.0304 -6.9670 1.8631  0.1555
N: 5.0228 7.2167 8.9806  -0.0970
H: -8.1693 -9.5671 -5.1087  0.1334
C: 6.2522 -8.2676 3.5147  -0.2005
H: -0.1642 2.2408 1.2689  0.1406
C: -0.5155 4.6145 -12.0005  0.0125
H: -3.4651 -8.9131 -5.3752  0.1059
H: 4.5236 -7.9158 -2.6096  0.0821
N: -2.7534 11.2712 9.1502  -0.2681
O: -9.4150 5.0544 2.9600  -0.1319
C: 6.3353 -7.9883 2.0912  -0.0871
H: 3.5339 4.5353 11.9235  0.0844
S: -3.5679 -6.4662 7.1290  0.5709
O: -4.5823 -6.5331 9.9113  -0.2980
H: -7.5963 -11.1090 -5.6411  0.1350
H: -2.3277 5.1052 -0.5534  0.1429
H: -2.5071 0.8440 -0.5105  0.1241


(3)
C20H58N2O14 | the ωB97M-V functional and the def2-TZVPD basis

Orbital gap, eV: 8.9049
Energy relative to the best compared isomer or geometry (same formula, charge and spin), kJ/mol: 46.95
Spin multiplicity: 1
Net charge: 0
SMILES string: COC[C@H](C)N.COC[C@H](C)N.OCCO.OCCO.OCCO.OCCO.OCCO.OCCO

Last column: Löwdin charge in e.
Positions of all 94 atoms, in Å:
H: 1.9968 -5.5403 -1.3001  0.0762
C: 0.3925 -3.5500 -0.8591  -0.2126
H: -4.3925 1.4158 1.9388  0.0702
H: -0.0263 4.9175 0.8946  0.0967
H: -0.1736 -2.6085 -0.8887  0.1195
C: 1.7351 0.4027 -5.3212  -0.2204
C: -4.0671 1.7162 -1.3055  -0.0687
O: 5.4234 -1.8110 1.6659  -0.0896
C: -1.3479 -2.6859 2.4684  -0.2316
H: -0.8101 1.5033 -1.3866  0.1147
C: 6.3007 1.3706 -0.4161  -0.2179
H: -3.8721 0.6685 -1.5365  0.0779
H: 0.6675 -3.7598 0.1793  0.1168
H: 1.8023 -1.4062 -1.4509  0.0472
H: 0.6390 4.4692 2.9745  0.0822
H: -3.1130 2.2246 -1.4549  0.0661
H: 1.7030 -0.5624 -4.8087  0.1195
H: 5.8160 -1.0572 1.1799  0.0332
O: -6.6842 1.7544 1.3715  -0.1767
O: 0.6676 1.9446 0.4973  -0.0896
O: 2.6781 -2.6930 1.5520  -0.1022
O: 1.4627 1.8517 -3.3989  -0.0820
H: 6.6199 2.3318 -0.0025  0.1217
C: -4.6632 2.0144 0.0545  -0.4197
H: 3.3965 2.2581 0.6432  0.0778
H: -2.0453 5.3703 1.7863  0.1252
H: 2.8869 -0.6700 1.2473  0.1015
H: 1.4330 0.3526 -6.3718  0.1203
H: 3.6525 0.3852 -5.7489  0.0913
C: 4.7886 1.4931 -0.5344  -0.2360
C: -0.5931 0.5094 -0.9776  -0.2079
H: -1.1149 -5.3643 0.4292  0.0836
H: -1.4807 -0.1175 -1.0896  0.1097
C: 3.0268 -1.4057 2.0452  -0.2445
H: 4.4806 2.0048 -1.4538  0.1132
H: -2.3551 -4.3630 2.3080  0.0773
H: 3.2336 -4.5309 -0.6116  0.0773
H: -0.8150 2.7295 2.7432  0.1061
O: -2.5141 -3.4321 2.1525  -0.0734
C: -6.1681 1.7561 0.0700  -0.2413
H: -0.7748 -3.2289 3.2221  0.1341
O: -0.7093 -0.4830 3.3642  -0.0659
H: -6.3244 0.7861 -0.4307  0.1307
H: -8.5163 2.5320 0.9900  0.0897
C: -1.7738 -1.3663 3.0563  -0.2541
H: 2.4985 -2.6345 0.5930  0.0149
C: 4.4398 -1.4058 2.6011  -0.2489
H: -4.2915 0.1944 0.9325  0.0772
H: 3.2334 -2.1725 -1.8515  0.0903
N: 2.3779 -2.2413 -1.3146  0.0456
C: -8.0826 1.5909 1.3561  -0.1139
H: -2.0392 3.7102 3.6266  0.1240
C: 1.6389 -3.4369 -1.7233  -0.4039
H: -4.4827 3.0521 0.3364  0.1245
H: -1.0409 0.2332 3.9076  0.0822
H: -0.7763 -2.5045 1.5514  0.1013
N: -3.9660 1.1537 1.0475  0.0484
H: -8.4659 0.8212 0.6765  0.0886
C: -1.4805 -5.0134 -0.5447  -0.0978
H: -2.2542 -1.6287 4.0131  0.1209
O: -0.7276 4.3194 0.6155  -0.0751
H: -2.1378 -4.1594 -0.3599  0.0817
H: -2.6045 3.7675 1.3182  0.0964
H: 6.7321 1.2727 -1.4169  0.1183
H: 1.3740 -3.4824 -2.7857  0.1338
H: -0.9929 0.9309 1.1096  0.0895
H: 0.4222 -0.0743 0.8661  0.1064
O: 3.0335 0.9811 -5.3223  -0.0704
H: -6.7018 2.4459 -0.6001  0.1288
H: -1.9050 -5.8596 -1.0766  0.0892
H: -0.1350 0.9225 -4.2834  0.1220
H: 0.8238 0.5876 -2.3328  0.0386
C: 0.8120 1.3729 -4.5738  -0.2148
C: -1.7268 4.3335 1.6275  -0.2099
H: -4.7002 2.0939 -2.1167  0.0808
H: 2.3446 -1.1832 2.8753  0.1098
H: 2.2650 2.3056 -3.6820  0.0975
O: -0.1624 4.5133 3.5037  -0.0531
H: 4.7158 -0.3886 2.9121  0.1159
H: 0.5700 2.2208 -5.2230  0.1205
H: 7.5812 0.4114 0.6722  0.1070
C: -0.1378 0.7580 0.4479  -0.2205
H: 0.0781 2.6827 0.2582  0.0399
O: 0.4962 -0.0752 -1.6925  -0.1102
C: -1.1998 3.7338 2.9312  -0.2328
H: -2.5784 -0.8544 2.5168  0.1019
O: 4.3663 2.2996 0.5584  -0.0722
H: 4.5319 -2.0284 3.4915  0.1135
O: -0.4363 -4.5635 -1.3889  -0.1916
O: 6.6295 0.3658 0.5347  -0.0664
H: 4.3026 0.5099 -0.5572  0.1144
C: 2.5866 -4.6390 -1.4817  -0.0466
H: -8.4978 1.3778 2.3376  0.0872
H: 3.2022 -4.7434 -2.3766  0.0714


HOMO level? In order: -4.75, -3.96, -8.54 eV.